[1]
52
Properties=species:S:1:pos:R:3:forces:R:3:lowdin_charge:R:1 method="wB97M-V/def2-TZVPD" e_homo_ev=-10.68 orbital_gap_ha=0.256 total_charge=+1 lumo_ev=-3.71
Hf -0.92094 0.00445 0.61031 -0.60 -0.21 0.10 1.55
O -0.74747 3.50766 -2.26503 0.02 0.09 -0.07 0.08
C 0.52080 3.89948 -2.02139 0.00 0.07 -0.04 -0.25
C 0.95464 5.04361 -2.69489 -0.06 -0.05 0.01 0.00
C 2.23087 5.52183 -2.50876 0.03 0.00 0.01 -0.06
C 3.11542 4.87405 -1.64287 -0.02 0.01 -0.02 -0.08
C 2.69613 3.74905 -0.97704 0.01 0.01 0.01 -0.03
C 1.39812 3.23680 -1.14903 0.17 -0.12 -0.04 -0.09
C 1.02072 2.03049 -0.41189 0.00 0.17 0.02 -0.39
O -0.22654 1.56180 -0.56597 -0.08 -0.47 0.32 -0.25
N 1.84984 1.44111 0.38712 -0.11 0.02 -0.04 0.09
N 1.20768 0.39483 1.06264 0.33 -0.15 0.21 -0.11
C 1.98327 -0.27656 1.85487 0.06 0.02 -0.01 -0.02
C 1.61098 -1.35984 2.72412 0.01 -0.05 0.11 -0.14
C 2.60648 -1.87311 3.57067 -0.05 -0.10 0.06 -0.02
C 2.31388 -2.85904 4.48878 0.08 0.07 -0.05 -0.07
C 1.01099 -3.33991 4.57760 -0.10 -0.04 0.00 -0.05
C 0.00696 -2.85797 3.75416 0.07 -0.06 -0.04 0.00
C 0.30111 -1.87763 2.81594 0.18 0.16 -0.10 -0.31
O -0.64658 -1.40572 2.00207 0.00 0.49 -0.43 -0.25
H -0.93782 2.73943 -1.71003 -0.05 -0.08 0.05 0.07
H 0.25469 5.53400 -3.35718 0.00 0.01 -0.01 0.12
H 2.54858 6.41105 -3.03719 -0.01 0.00 -0.01 0.11
H 4.11614 5.25471 -1.49653 0.00 0.00 0.00 0.11
H 3.36325 3.23456 -0.30017 -0.01 -0.02 0.01 0.11
H 3.02727 0.02942 1.87678 -0.02 0.06 0.00 0.14
H 3.61161 -1.47526 3.50454 0.00 0.02 -0.02 0.12
H 3.08519 -3.24526 5.13937 0.00 0.00 0.00 0.11
H 0.77078 -4.10416 5.30523 0.01 0.00 0.00 0.12
H -1.00529 -3.23099 3.82635 -0.02 0.02 -0.01 0.12
S -2.75956 1.23980 1.84901 0.14 -0.19 -0.25 0.62
C -3.67470 0.50794 0.53467 -0.20 0.15 0.03 -0.74
C -5.06049 0.62869 0.40694 0.04 -0.03 -0.05 -0.07
C -5.67482 0.03659 -0.67381 -0.01 0.01 0.02 -0.03
C -4.92431 -0.67281 -1.61665 0.04 -0.01 -0.01 -0.04
C -3.56937 -0.76513 -1.42932 -0.06 0.03 0.02 -0.11
N -2.96448 -0.18674 -0.37596 0.29 -0.06 0.11 -0.12
H -5.61993 1.18391 1.14526 0.02 0.01 0.01 0.12
H -6.74668 0.12583 -0.79199 0.00 -0.01 -0.02 0.12
H -5.39085 -1.13592 -2.47290 0.00 -0.01 0.00 0.11
H -2.92237 -1.29792 -2.11401 -0.02 -0.01 -0.02 0.11
Cl 2.88854 -1.71765 -3.34101 -0.01 -0.01 -0.01 0.75
C 1.60609 -2.24682 -2.33106 -0.11 -0.07 -0.06 -0.63
C 1.39443 -3.59323 -2.07537 -0.03 0.03 0.03 -0.04
C 0.34693 -3.95049 -1.23962 0.00 0.02 -0.01 -0.02
C -0.43188 -2.96181 -0.67157 -0.02 -0.03 -0.02 -0.11
N -0.22947 -1.66155 -0.93085 -0.02 0.21 0.21 -0.05
C 0.76004 -1.31185 -1.76131 0.11 0.09 -0.07 -0.14
H 2.03842 -4.34043 -2.51845 0.01 0.00 -0.01 0.13
H 0.14658 -4.98769 -1.01349 0.00 0.00 0.00 0.12
H -1.22765 -3.19909 0.02225 0.01 -0.01 0.00 0.12
H 0.89475 -0.25652 -1.96331 0.02 -0.01 0.02 0.11



[2]
50
Properties=species:S:1:pos:R:3:forces:R:3:lowdin_charge:R:1 method="wB97M-V/def2-TZVPD" e_homo_ev="-13.10 / -13.11" orbital_gap_ha="0.085 / 0.086" total_charge=+2 lumo_ev="-10.78 / -10.77"
Pt -0.31453 -1.23359 -1.31454 -1.40 1.91 -0.07 1.30
C -3.60803 -2.06499 -1.52214 -0.68 -1.00 -0.04 0.00
O -2.67503 -1.04839 -1.14944 0.90 0.93 -0.21 -0.16
C -3.02913 0.26351 -1.21134 0.10 -0.41 0.12 -0.16
C -4.34373 0.71021 -1.26754 0.12 -0.39 0.15 0.04
C -4.62103 2.06531 -1.20104 0.15 -0.32 -0.01 0.03
C -3.58823 3.00331 -1.12274 0.67 0.17 0.10 -0.01
C -2.28063 2.58501 -1.08134 -0.43 0.55 0.00 0.04
C -1.96203 1.21431 -1.13424 0.11 0.08 -0.31 -0.14
N -0.66013 0.79881 -1.19914 0.95 -2.97 0.45 -0.04
N 0.27677 1.62531 -0.86934 -1.22 1.73 -0.31 0.12
C 1.56927 1.51211 -1.03884 0.20 -0.72 0.38 -0.07
C 2.18877 0.29461 -1.61154 0.01 -0.26 0.22 -0.26
O 1.46957 -0.59869 -2.14604 0.28 -0.92 0.70 -0.08
C 3.59637 0.15841 -1.49544 0.34 -0.14 -0.54 0.05
C 4.38317 1.15611 -1.00124 -0.37 -0.77 -0.38 0.07
C 3.83307 2.38871 -0.55594 -0.17 1.12 0.37 -0.14
C 4.65277 3.42961 -0.09594 -0.30 -0.87 -0.37 0.04
C 4.09617 4.62381 0.33866 -0.37 0.16 0.11 0.01
C 2.71637 4.80011 0.32716 0.12 0.01 -0.02 -0.01
C 1.89027 3.79181 -0.13724 -0.01 -0.17 0.11 0.04
C 2.42407 2.56671 -0.57064 0.02 0.36 0.02 -0.08
H -4.34793 -2.20879 -0.73084 0.12 0.11 -0.04 0.12
H -3.02713 -2.98149 -1.63844 -0.03 0.20 0.05 0.10
H -4.10453 -1.82389 -2.46274 0.15 0.14 0.04 0.12
H -5.15723 0.00331 -1.31764 0.00 -0.08 0.01 0.13
H -5.64873 2.39481 -1.18754 -0.10 0.01 -0.10 0.14
H -3.81843 4.05731 -1.09694 0.00 0.05 0.02 0.13
H -1.46803 3.29271 -1.03924 -0.02 0.05 -0.01 0.12
H 4.02227 -0.76909 -1.84494 0.05 -0.08 -0.06 0.14
H 5.45277 1.01691 -0.94784 0.12 -0.07 0.03 0.15
H 5.72467 3.28821 -0.08264 0.04 0.00 0.01 0.14
H 4.73637 5.41381 0.69556 0.09 0.11 0.03 0.13
H 2.28587 5.72611 0.68016 0.01 0.04 -0.04 0.13
H 0.82087 3.92791 -0.16184 -0.05 0.07 0.02 0.11
O -0.02003 -5.86499 2.22546 0.11 -0.54 0.08 0.17
C -0.04203 -4.58479 2.42616 -0.10 0.76 0.13 -0.22
C 0.04347 -4.10069 3.76096 0.25 -0.16 0.06 0.05
C 0.05897 -2.75539 4.02826 0.18 -0.53 0.24 -0.04
C -0.00163 -1.82359 2.99266 -0.07 0.20 -0.38 -0.03
C -0.09683 -2.27629 1.68246 -0.27 0.22 -0.02 -0.05
C -0.14733 -3.61999 1.38216 -0.21 -0.19 -1.26 -0.04
C -0.36773 -4.12209 -0.04654 1.29 -0.79 2.71 -0.55
O -0.32993 -5.32849 -0.22584 -0.25 -0.06 -0.57 0.11
O -0.60363 -3.25939 -0.94184 -0.22 2.18 -2.46 -0.16
H -0.07563 -6.09019 1.24896 -0.14 0.61 0.20 0.13
H 0.14077 -4.84109 4.54036 -0.12 -0.01 0.14 0.14
H 0.13407 -2.41119 5.04836 -0.03 -0.03 0.10 0.12
H 0.00177 -0.76549 3.20426 0.01 0.07 0.06 0.11
H -0.17933 -1.53629 0.86886 0.16 -0.34 0.55 0.05



[3]
52
Properties=species:S:1:pos:R:3:forces:R:3:lowdin_charge:R:1 method="wB97M-V/def2-TZVPD" e_homo_ev=-0.01 de_lowest_kj_mol=121.0 orbital_gap_ha=0.170 total_charge=-2 lumo_ev=4.60
Pd -0.43870 -0.39478 -0.08707 0.37 0.30 -0.39 0.43
O -1.20012 4.54312 3.90908 -0.07 0.08 0.00 0.02
C -0.98885 3.52580 3.00301 0.03 0.12 0.09 -0.31
C -1.25240 3.68273 1.66143 0.03 0.02 -0.02 0.02
C -1.03304 2.61882 0.79371 -0.21 0.13 0.17 -0.17
N -0.54885 1.44131 1.21852 -0.24 0.00 0.35 0.09
C -0.27827 1.30927 2.53587 0.07 0.09 -0.10 -0.16
C -0.48530 2.32652 3.45682 0.05 -0.07 -0.10 0.03
C 0.24867 -0.02734 3.11282 0.06 0.07 -0.01 -0.69
O 0.88942 0.08555 4.18194 -0.05 -0.11 -0.01 -0.07
O -0.04832 -1.05509 2.47851 0.02 -0.17 0.03 -0.09
C -1.43828 2.87653 -0.67155 1.09 -0.37 -0.34 -0.72
O -1.00842 3.97013 -1.11916 -0.44 0.02 0.08 -0.09
O -2.06239 1.96714 -1.23538 -0.40 0.12 -0.01 -0.08
H -1.55153 5.29204 3.41524 0.03 -0.04 0.01 0.09
H -1.60700 4.61630 1.24055 0.00 0.02 -0.01 0.11
H -0.22566 2.15402 4.49013 0.00 -0.01 0.00 0.11
N 1.54796 -2.17804 -1.51634 -0.04 -0.05 -0.01 -0.13
P 1.67499 -0.42511 -1.32370 -0.15 0.04 0.16 0.95
C 3.28696 -0.49428 -2.38366 -0.05 0.00 0.00 -0.34
C 3.27029 0.16156 -3.61011 0.06 0.00 -0.12 -0.12
C 4.39092 0.18213 -4.43905 -0.14 0.01 0.08 -0.12
C 5.55638 -0.45699 -4.04468 0.05 -0.05 0.01 -0.13
C 5.59677 -1.11598 -2.82007 -0.12 0.04 0.02 -0.11
C 4.47217 -1.12790 -2.00246 0.10 0.02 0.02 -0.11
C 2.60966 -0.26250 0.25434 0.00 -0.05 -0.02 -0.41
C 3.22675 0.96150 0.50159 0.05 0.06 0.01 -0.12
C 3.92142 1.18059 1.68216 -0.04 -0.05 0.00 -0.10
C 3.99231 0.17766 2.64108 -0.02 0.00 -0.04 -0.11
C 3.36178 -1.03634 2.41178 -0.01 0.02 -0.03 -0.10
C 2.67882 -1.25728 1.22255 -0.03 -0.01 0.05 -0.11
C 0.40701 -2.89784 -1.30590 0.02 0.25 -0.05 -0.40
C 0.40783 -4.30022 -1.30846 0.06 0.03 -0.08 -0.05
C -0.76027 -4.96855 -1.01362 -0.01 -0.13 0.00 -0.12
C -1.91536 -4.24642 -0.75431 -0.10 0.15 -0.02 -0.11
C -1.84384 -2.86262 -0.82327 0.06 -0.07 -0.16 -0.14
N -0.71560 -2.18910 -1.08573 -0.09 -0.46 0.26 -0.04
H 2.35632 -2.70963 -1.79838 0.01 0.03 0.07 0.08
H 2.35988 0.67270 -3.90929 0.02 0.00 0.00 0.09
H 4.35277 0.70734 -5.38714 0.00 0.00 0.00 0.09
H 6.43367 -0.43551 -4.68166 0.00 0.00 0.00 0.08
H 6.50928 -1.60473 -2.49532 0.00 0.00 0.00 0.09
H 4.52479 -1.61050 -1.02998 0.00 0.00 -0.01 0.10
H 3.14370 1.75781 -0.23223 0.00 0.00 0.00 0.10
H 4.37482 2.14706 1.86874 0.01 0.01 0.00 0.09
H 4.48467 0.36197 3.58786 0.01 0.00 0.01 0.09
H 3.34391 -1.79260 3.18574 0.00 0.00 0.00 0.10
H 2.13198 -2.18060 1.07860 0.01 0.00 0.00 0.09
H 1.32877 -4.83501 -1.50511 0.01 0.01 0.01 0.09
H -0.76791 -6.05220 -0.98250 0.00 -0.01 0.01 0.09
H -2.84948 -4.73172 -0.50787 -0.01 0.00 -0.01 0.08
H -2.72154 -2.24390 -0.70044 -0.03 0.01 0.09 0.10



| no. | maximum force (hartree/bohr) |
| --- | --- |
| 1 | 0.0126 |
| 2 | 0.0639 |
| 3 | 0.0234 |